No. 1
Density functional theory data (ωB97M-V/def2-TZVPD) for 2 unconnected molecules or ions with the total composition C8H5BrO8P at a distorted geometry.

Output
- Charge: -1
- E: -104090.261 eV
- 2S+1: 1

Geometry (Å):
O -2.46373 -3.65847 2.80225
C -1.38295 -3.07360 2.76766
O -0.93890 -2.61320 1.66066
O -0.63808 -2.98934 4.01362
C -0.82541 -1.80074 4.65143
O -1.75971 -1.54383 5.33998
O 0.18730 -0.82128 4.53504
P -0.12672 0.29680 3.29970
O -1.60495 -0.03151 2.61864
Br 1.43615 -0.23089 1.70244
H -1.51075 -0.00622 1.64616
C 1.03993 0.55845 -1.76586
C 1.09363 -0.02679 -2.96207
C 0.86004 0.74041 -4.20557
O 0.90711 0.20724 -5.29693
C 0.56521 2.18588 -4.07151
C 0.51079 2.77286 -2.87832
C 0.74473 2.00520 -1.63182
O 0.69614 2.54385 -0.54624
H 1.20845 0.00773 -0.84568
H 1.30820 -1.08149 -3.07916
H 0.39777 2.73100 -4.99213
H 0.29576 3.82793 -2.76228

Cartesian forces, eV/Å:
0.4 -0.2 2.0
-2.4 -0.6 -5.2
1.4 0.2 3.0
0.9 2.0 0.5
-0.3 -1.0 0.1
-0.1 -0.1 0.2
-1.2 -0.4 -2.1
0.0 0.8 0.6
1.6 0.1 0.4
-0.2 -0.3 0.3
-0.1 -0.6 0.4
0.1 -0.3 -0.1
0.0 0.1 0.1
0.0 -0.2 -0.1
0.0 0.1 0.0
0.0 0.2 0.1
0.0 0.1 -0.2
0.0 0.0 0.2
0.0 0.1 -0.2
-0.1 0.1 -0.1
0.0 0.0 0.0
0.0 0.0 0.0
0.0 0.0 0.0

No. 2
Density functional theory data (ωB97M-V/def2-TZVPD) for a single C4H8N2O molecule at a distorted geometry.

Output
- Energy relative to the best compared isomer or geometry (same formula, charge and spin): 31.66 kcal/mol
- Charge: 0
- E: -9305.020 eV
- 2S+1: 1

Geometry (Å):
C -1.10537 -1.08374 -0.39598
C -0.39156 -0.08109 0.51979
O 0.39827 -0.74051 1.47589
C 0.51424 0.89141 -0.27900
N 1.73513 0.18138 -0.65310
C -1.39673 0.72223 1.25244
N -2.18179 1.37273 1.79765
H -1.65822 -1.80495 0.20969
H -0.36130 -1.63398 -0.98258
H -1.80786 -0.59082 -1.07721
H 1.21476 -0.94766 0.98245
H 0.76109 1.73684 0.36970
H -0.04350 1.27565 -1.14101
H 2.56045 0.72550 -0.43480
H 1.76240 -0.02300 -1.64394

Cartesian forces, eV/Å:
0.0 -0.1 0.0
-0.2 0.1 -0.1
0.2 -0.2 0.0
-0.1 0.1 0.0
0.1 0.1 -0.2
-0.7 0.6 0.5
0.7 -0.6 -0.6
0.1 0.1 0.0
-0.1 0.1 0.1
0.2 0.0 0.1
-0.1 0.0 0.2
0.0 -0.1 -0.1
0.1 0.0 0.1
-0.1 -0.1 0.0
0.0 -0.1 0.1

No. 3
Density functional theory data (ωB97M-V/def2-TZVPD) for 4 unconnected molecules or ions with the total composition C36H71ClF2N5O19P4 at a distorted geometry.

Output
- Charge: +1
- E: -139908.887 eV
- 2S+1: 1

Geometry (Å):
C 3.92780 -3.47407 4.34244
C 4.96329 -3.51571 3.05312
O 4.78228 -2.27849 2.24328
C 5.41130 -2.54063 0.93707
C 5.14925 -1.31867 -0.17476
O 3.70586 -1.04455 -0.15229
C 3.20845 -0.67409 -1.52062
N 1.74694 -0.69536 -1.70038
C 0.76684 -1.14337 -0.66994
N 0.51420 -2.44738 -0.32215
C 1.17175 -3.70196 -0.80624
C 0.37528 -4.50631 -2.02208
F 2.58250 -3.65638 -1.19690
P -0.84099 -2.81051 0.84712
O -0.21656 -3.78601 2.19580
Cl -2.37192 -3.96721 -0.05514
N 0.14821 0.19388 -0.27388
C -0.00156 0.52748 1.17899
N 1.29851 0.56007 1.99095
C 1.26750 -0.39869 3.15696
C 0.35065 1.38474 -1.25946
C -1.05056 2.10626 -1.82132
C -2.29131 2.17768 -0.76580
C -3.10676 0.92940 -0.08962
C -4.38567 1.21166 0.92164
C -4.90632 2.72185 1.28237
C -4.12049 4.00192 0.61755
C -2.83760 3.71422 -0.39070
N 1.14484 2.32364 -0.48660
C 2.55987 2.63148 -0.79076
C 3.92401 2.23063 0.03348
O 2.77410 3.56296 -1.76596
C 0.64308 3.60861 0.03355
C 0.82611 3.82910 1.68986
O 0.24334 4.72458 -0.56983
C 1.04233 0.43518 -2.46988
C 0.00434 -0.53671 -3.35193
O 0.52101 -1.83600 -3.73914
O -0.20460 -2.25272 -4.76646
C 1.83448 1.17823 -3.69612
F 2.15419 0.28413 -4.86747
C 1.06255 2.46140 -4.37150
C 2.04892 2.98655 -5.61345
H 4.21854 -2.61262 5.07991
H 2.83978 -3.35592 3.88061
H 3.97707 -4.52662 4.86649
H 6.06413 -3.63204 3.46024
H 4.67229 -4.49746 2.44472
H 6.59226 -2.67449 1.04323
H 5.02606 -3.57542 0.49058
H 5.56907 -1.72203 -1.18882
H 5.82927 -0.41693 0.14829
H 3.78988 0.28021 -1.91615
H 3.64672 -1.55626 -2.20233
H 1.14284 -4.48686 0.09730
H 0.27455 -5.65928 -1.73022
H -0.64871 -4.01882 -2.30807
H 1.11492 -4.50295 -2.95912
H -1.04774 -3.92345 2.76933
H -0.62172 1.53894 1.32804
H -0.68504 -0.22273 1.81061
H 2.05266 0.29950 1.32448
H 2.11254 -0.02364 3.91162
H 1.62098 -1.48626 2.82670
H 0.26995 -0.39658 3.76855
H -1.53441 1.53471 -2.75135
H -0.82038 3.17443 -2.30747
H -2.75303 -0.17331 -0.36834
H -4.96642 0.26957 1.36072
H -5.82585 2.96071 1.98112
H -4.43900 5.11662 0.80662
H -2.33988 4.68603 -0.86800
H 3.76154 1.59005 0.99462
H 4.38952 3.26421 0.40960
H 4.76645 1.78304 -0.68501
H 1.05700 4.93855 1.97376
H 1.75011 3.18033 2.07996
H -0.09935 3.42614 2.29331
H -1.01994 -0.72243 -2.76688
H -0.33568 0.02734 -4.34791
H 0.40401 -2.88602 -5.28041
H 2.91695 1.58860 -3.39918
H 0.05357 2.11855 -4.90654
H 0.90630 3.37263 -3.64682
H 3.15624 2.75402 -5.24396
H 1.90386 2.31399 -6.58096
H 1.90062 4.13229 -5.83485
C 0.69644 8.21215 -10.18543
O -0.19431 7.11441 -10.11934
P -0.59568 6.68873 -8.49128
O 0.13325 5.35355 -8.67347
O -2.18678 6.48590 -8.86816
C -2.69112 6.61174 -10.17975
O -0.99705 6.26306 -6.86322
C 0.03960 6.53659 -5.94044
H 0.92120 8.42143 -11.23532
H 0.22999 9.09176 -9.73787
H 1.62444 7.97273 -9.65971
H -2.19545 5.91360 -10.86160
H -2.57692 7.64302 -10.52818
H -3.75743 6.37637 -10.16483
H 0.28656 7.60167 -5.96585
H 0.92735 5.94494 -6.17818
H -0.30348 6.27370 -4.93886
C -7.85178 -3.55142 1.68109
O -9.01608 -2.91211 2.16946
P -9.35508 -1.43445 1.33610
O -9.07766 -0.65700 2.62677
O -10.96481 -1.77573 1.25211
C -11.54191 -2.92256 1.83709
O -9.69407 0.04321 0.50274
C -8.53336 0.69935 0.03026
H -7.68485 -4.46726 2.25551
H -7.98762 -3.80943 0.62914
H -6.98734 -2.89228 1.79581
H -11.34874 -2.95571 2.91392
H -11.16378 -3.82473 1.34607
H -12.62254 -2.88266 1.68448
H -7.98577 0.03999 -0.64901
H -7.89048 0.98582 0.86649
H -8.83352 1.59830 -0.50990
C 4.52737 -6.40618 11.49792
O 4.77926 -6.43067 10.10552
P 4.01685 -5.11854 9.27490
O 3.11053 -6.11936 8.55088
O 5.35328 -4.84141 8.35190
C 6.51375 -5.64130 8.41471
O 3.25444 -3.80642 8.44427
C 2.05135 -3.38026 9.05416
H 5.02206 -7.26485 11.96112
H 4.92973 -5.48725 11.92838
H 3.45200 -6.46686 11.68442
H 6.28410 -6.68775 8.19064
H 6.98077 -5.54792 9.40019
H 7.22442 -5.27970 7.66851
H 2.24855 -3.06686 10.08319
H 1.31419 -4.18724 9.04775
H 1.65416 -2.53323 8.49313

Cartesian forces, eV/Å:
0.2 -0.3 -1.2
-0.8 -0.7 1.4
1.3 -2.4 -1.1
0.6 -0.2 -1.1
1.1 -1.4 1.7
0.0 1.0 -2.1
3.4 -2.6 -1.1
-1.1 0.2 1.2
1.3 4.4 -1.5
0.9 0.6 0.0
1.0 -3.8 -0.8
1.0 -0.1 -0.7
-3.0 0.8 1.0
-1.0 1.0 2.9
-2.0 0.9 -2.3
1.5 0.0 0.1
-0.4 -3.2 0.7
-1.7 0.1 2.8
-1.3 -0.9 -1.1
1.9 -0.5 0.9
-0.9 -1.7 -1.2
-1.6 -0.5 -0.7
-3.3 1.9 2.8
-0.7 3.6 0.4
1.5 2.6 -1.5
3.4 -0.1 -2.7
1.6 -4.4 -1.2
-2.0 -2.2 1.6
1.3 1.5 -0.5
3.0 5.2 -4.9
0.2 0.7 0.4
-1.4 -6.0 5.8
-1.8 7.3 0.9
1.1 -1.1 0.1
2.1 -7.5 2.3
0.1 -1.7 -1.7
-3.1 1.7 -0.6
2.9 2.6 4.3
-1.6 -2.5 -4.3
1.8 1.7 -0.6
-1.1 1.2 2.9
0.2 0.0 -1.4
0.6 -1.0 0.5
-0.8 -1.7 -1.4
2.3 -0.1 1.2
0.0 2.2 -0.9
-2.0 0.4 -1.1
0.7 2.2 1.0
-2.4 0.4 -0.1
0.5 2.2 0.9
-1.1 0.7 1.6
-1.7 -1.4 -0.6
-2.0 -1.5 0.9
-0.9 1.9 1.3
0.2 2.2 -1.6
0.0 2.8 -0.4
2.1 -1.0 0.6
-1.8 0.3 2.1
1.6 0.2 -1.1
1.6 -2.1 -0.9
1.2 1.3 -2.1
-0.5 0.1 1.0
-1.9 -0.9 -1.5
-1.1 2.0 0.8
1.8 0.0 -1.5
1.5 0.7 2.1
-0.3 -2.4 1.7
-1.0 2.6 0.8
1.4 2.4 -1.0
2.1 -0.9 -1.6
0.6 -2.6 -0.4
-1.0 -2.5 1.1
0.2 1.0 -2.1
-1.3 -2.1 -1.0
-2.2 0.9 1.5
-0.8 -2.1 -1.0
-2.1 1.2 -1.0
1.7 0.9 -1.4
2.1 0.4 -0.9
0.9 -1.2 2.2
-1.0 1.6 1.1
-2.5 -1.0 -0.4
2.0 0.8 1.5
0.3 -2.1 -1.2
-2.2 0.9 -0.9
0.1 1.7 2.1
0.3 -2.6 0.4
0.4 0.5 -0.5
-0.2 2.7 2.1
-2.5 -9.6 -3.0
1.1 1.4 0.7
0.7 1.1 1.2
-0.2 0.2 -0.6
0.0 3.5 -0.6
0.4 0.1 0.3
-0.1 -0.1 0.2
0.2 0.3 -0.1
0.1 0.1 -0.1
0.0 0.2 0.1
0.0 -0.3 -0.2
0.1 0.0 0.3
0.1 -0.1 0.3
0.0 0.1 0.0
-0.1 0.0 -0.1
0.3 -0.6 0.1
1.0 -0.2 -3.3
-5.7 3.7 7.9
1.6 -0.4 -1.1
1.2 0.3 -1.4
-0.3 -0.6 0.2
1.0 -2.7 -2.1
0.4 0.3 -0.1
0.0 0.2 -0.1
0.3 -0.2 0.0
0.2 -0.1 0.0
0.1 -0.1 -0.2
-0.1 0.0 0.3
0.2 0.3 -0.2
0.1 0.3 -0.1
0.0 0.0 0.0
-0.1 -0.1 0.0
0.1 -0.4 0.7
-0.1 2.9 1.8
0.1 -5.3 -8.9
-0.6 0.7 1.6
-0.7 1.1 1.0
0.6 -0.3 0.2
1.6 1.0 3.0
-0.5 0.1 0.2
-0.1 0.1 -0.1
0.0 -0.1 0.3
0.0 -0.1 0.2
0.0 0.1 0.2
0.0 -0.2 -0.2
-0.3 0.2 0.0
-0.3 0.2 -0.1
0.0 0.0 0.0
0.2 -0.1 0.0

| no. | molecular weight (g mol⁻¹) | frontier orbital gap (eV) | E_HOMO (eV) |
| --- | --- | --- | --- |
| 1 | 340.00 | 5.067 | -4.65 |
| 2 | 100.12 | 10.970 | -10.37 |
| 3 | 1075.32 | 6.468 | -10.55 |